1.
Here is a cluster of 2 separate species, C3H6FNO2 in total at a distorted geometry from the Open Molecules 2025 dataset. Energies are from the ωB97M-V functional and the def2-TZVPD basis.

XYZ file:
```
13
Properties=species:S:1:pos:R:3
C 2.872 -0.187 2.727
C 0.061 -0.570 0.840
C 0.602 -0.658 -0.584
N 0.059 0.681 -1.225
O 3.226 -1.226 2.476
O 2.442 0.873 2.940
F 2.001 -0.318 -0.496
H 0.302 0.511 1.338
H 0.605 -1.361 1.513
H -1.042 -0.678 0.871
H 0.626 1.450 -0.632
H -0.890 0.713 -1.167
H 0.401 0.817 -2.202
```

Summary:
Electronic energy ... -11504.8767 eV
E_LUMO (alpha / beta) ... 0.532 / -2.357 eV
HOMO level (alpha / beta) ... -3.802 / -13.139 eV
2S+1 ... 3
Relative energy (zero: lowest compared OMol25 entry of this formula, charge and spin) ... 0.2240 eV
Total charge ... 0
Gap between HOMO and LUMO (alpha / beta) ... 0.15930 / 0.39620 hartree



2.
Here is the molecule C3H6FNO2S at a distorted geometry from the Open Molecules 2025 dataset. Energies are from the ωB97M-V functional and the def2-TZVPD basis.

XYZ file:
```
14
Properties=species:S:1:pos:R:3
C 2.104 0.536 -0.756
C 1.302 -0.738 -0.345
C 0.067 -0.930 0.091
N -2.390 -0.192 1.106
O -0.601 1.530 0.769
O -1.664 0.637 -1.268
F -0.615 -2.124 0.312
S -1.136 0.423 0.046
H 1.326 1.400 -0.796
H 2.504 0.417 -1.798
H 1.856 -1.645 -0.295
H 2.972 0.674 0.055
H -3.328 -0.070 0.826
H -2.396 0.083 2.054
```

Summary:
Electronic energy ... -22343.7095 eV
E_LUMO ... 0.732 eV
HOMO level ... -10.454 eV
Relative energy (zero: lowest compared OMol25 entry of this formula, charge and spin) ... 0.3408 eV
Total charge ... 0
Gap between HOMO and LUMO ... 0.41107 hartree



3.
Here is a cluster of 2 separate species, C3H6FNO3 in total from the Open Molecules 2025 dataset. Energies are from the ωB97M-V functional and the def2-TZVPD basis.

XYZ file:
```
14
Properties=species:S:1:pos:R:3
C -0.916 -0.283 1.754
C -0.093 0.632 1.291
C 0.431 0.701 -1.612
N 1.073 -0.414 -1.534
O 0.317 -1.554 -1.242
O 2.303 -0.561 -1.676
O 1.098 1.829 -1.881
F 1.231 0.428 1.245
H -0.553 -1.235 2.098
H 0.962 -2.274 -1.132
H -1.971 -0.098 1.797
H -0.357 1.621 0.946
H -0.636 0.747 -1.517
H 2.047 1.599 -1.888
```

Summary:
Electronic energy ... -13553.9000 eV
E_LUMO ... 0.792 eV
HOMO level ... -8.621 eV
Relative energy (zero: lowest compared OMol25 entry of this formula, charge and spin) ... 3.8341 eV
Total charge ... 0
Gap between HOMO and LUMO ... 0.34595 hartree



4.
Here is a structure of composition C3H6FNO3S at a distorted geometry from the Open Molecules 2025 dataset. Energies are from the ωB97M-V functional and the def2-TZVPD basis.

XYZ file:
```
15
Properties=species:S:1:pos:R:3
C -1.790 1.264 0.758
C -1.149 0.676 -0.255
C -0.945 -0.740 -0.442
N 1.683 -0.361 -0.875
O 0.985 -0.874 1.489
O 1.085 -2.618 -0.316
O 1.455 1.268 -0.152
F 2.442 1.527 0.692
S 0.714 -1.318 0.148
H -1.687 2.305 0.637
H -2.394 0.890 1.452
H -0.365 1.136 -0.910
H -0.946 -1.132 -1.457
H -1.765 -1.490 -0.023
H 2.676 -0.533 -0.747
```

Summary:
Electronic energy ... -24384.9483 eV
E_LUMO ... -0.998 eV
HOMO level ... -10.249 eV
Relative energy (zero: lowest compared OMol25 entry of this formula, charge and spin) ... 6.2821 eV
Total charge ... 0
Gap between HOMO and LUMO ... 0.33998 hartree



5.
Here is the molecule C3H6FNS at a distorted geometry from the Open Molecules 2025 dataset. Energies are from the ωB97M-V functional and the def2-TZVPD basis.

XYZ file:
```
12
Properties=species:S:1:pos:R:3
C 1.196 1.301 -0.046
C 0.232 0.588 -0.965
C -1.570 -1.952 1.528
H 0.910 1.367 1.017
H 2.212 0.903 -0.015
H -0.675 1.197 -1.204
H 0.836 0.433 -1.862
H -1.150 -2.952 1.360
H -2.112 -1.897 2.491
N -1.196 -0.869 0.928
F 1.282 2.654 -0.509
S -0.146 -1.030 -0.425
```

Summary:
Electronic energy ... -18249.6402 eV
E_LUMO ... 0.780 eV
HOMO level ... -8.957 eV
Relative energy (zero: lowest compared OMol25 entry of this formula, charge and spin) ... 1.6926 eV
Total charge ... 0
Gap between HOMO and LUMO ... 0.35784 hartree



6.
Here is a cluster of 2 separate species, C3H6FNSi in total at a distorted geometry from the Open Molecules 2025 dataset. Energies are from the ωB97M-V functional and the def2-TZVPD basis.

XYZ file:
```
12
Properties=species:S:1:pos:R:3
C 1.520 0.867 -2.408
C 1.340 1.266 0.670
C -1.538 -1.960 -0.520
N 1.930 0.489 -3.412
F -0.447 2.522 -1.155
Si 0.461 1.175 -1.002
H 2.237 0.726 0.598
H 1.680 2.276 0.959
H 0.751 0.863 1.441
H -1.619 -2.756 -1.231
H -0.573 -1.853 -0.154
H -2.305 -2.024 0.224
```

Summary:
Electronic energy ... -15291.2181 eV
E_LUMO (alpha / beta) ... -1.262 / -0.430 eV
HOMO level (alpha / beta) ... -9.688 / -8.388 eV
Relative energy (zero: lowest compared OMol25 entry of this formula, charge and spin) ... 3.3192 eV
Total charge ... 0
Gap between HOMO and LUMO (alpha / beta) ... 0.30965 / 0.29249 hartree



7.
Here is the ion C3H6FO2S with charge -1 at a distorted geometry from the Open Molecules 2025 dataset. Energies are from the ωB97M-V functional and the def2-TZVPD basis.

XYZ file:
```
13
Properties=species:S:1:pos:R:3
C -1.422 -0.167 -0.411
C 1.181 0.480 -0.586
C -0.147 0.444 0.200
O 0.141 -2.206 0.637
O 1.555 -0.201 2.328
F -0.456 1.912 0.402
S 0.120 -0.466 1.835
H -2.403 0.013 0.129
H -1.408 0.191 -1.399
H -1.343 -1.266 -0.467
H 0.792 0.517 -1.702
H 1.635 -0.543 -0.548
H 1.756 1.293 -0.418
```

Summary:
Electronic energy ... -20853.6049 eV
E_LUMO (alpha / beta) ... 3.941 / 3.941 eV
HOMO level (alpha / beta) ... -3.953 / -3.958 eV
Relative energy (zero: lowest compared OMol25 entry of this formula, charge and spin) ... 2.9655 eV
Total charge ... -1
Gap between HOMO and LUMO (alpha / beta) ... 0.29010 / 0.29028 hartree



8.
Here is a cluster of 2 separate species, C3H6FO5S2 in total at a distorted geometry from the Open Molecules 2025 dataset. Energies are from the ωB97M-V functional and the def2-TZVPD basis.

XYZ file:
```
17
Properties=species:S:1:pos:R:3
C 2.743 2.039 0.579
C -1.472 -1.447 0.034
C 3.126 0.856 0.054
O 1.040 -0.441 0.936
O -2.445 1.120 -0.240
O -0.241 0.733 -1.339
O 3.141 -1.709 0.589
O 1.859 -0.982 -1.305
F 4.294 0.784 -0.673
S -1.182 0.446 0.036
S 2.214 -0.717 0.123
H 1.770 2.090 0.943
H 0.593 0.232 -1.331
H 3.300 3.023 0.323
H -2.110 -1.558 0.915
H -2.192 -1.570 -0.757
H -0.594 -1.968 -0.141
```

Summary:
Electronic energy ... -37833.9546 eV
E_LUMO ... 3.539 eV
HOMO level ... -5.097 eV
Relative energy (zero: lowest compared OMol25 entry of this formula, charge and spin) ... 0.0000 eV
Total charge ... -1
Gap between HOMO and LUMO ... 0.31735 hartree



9.
Here is the molecule C3H6FOP at a distorted geometry from the Open Molecules 2025 dataset. Energies are from the ωB97M-V functional and the def2-TZVPD basis.

XYZ file:
```
12
Properties=species:S:1:pos:R:3
C 0.364 0.525 -1.818
C 0.937 -0.068 -0.811
C 0.358 0.140 0.549
O -1.853 -0.297 2.010
F 0.245 1.549 0.746
P -1.372 -0.539 0.476
H 0.703 0.330 -2.873
H -0.625 0.896 -1.738
H 1.907 -0.618 -0.941
H 1.051 -0.089 1.438
H -1.071 0.066 2.458
H -0.643 -1.896 0.504
```

Summary:
Electronic energy ... -17260.4381 eV
E_LUMO ... 0.841 eV
HOMO level ... -9.742 eV
Relative energy (zero: lowest compared OMol25 entry of this formula, charge and spin) ... 0.9459 eV
Total charge ... 0
Gap between HOMO and LUMO ... 0.38891 hartree



10.
Here is the ion C3H6I2NO with charge +1 at a distorted geometry from the Open Molecules 2025 dataset. Energies are from the ωB97M-V functional and the def2-TZVPD basis.

XYZ file:
```
13
Properties=species:S:1:pos:R:3
C 2.837 1.370 1.994
C -1.475 -1.067 -1.490
C -0.211 -0.280 0.620
N -1.006 0.001 -0.579
O 3.948 1.156 2.244
I 1.659 2.877 2.880
I 1.974 -0.014 0.341
H -2.171 -0.682 -2.209
H -0.744 -1.384 -2.231
H -1.926 -1.927 -1.045
H -0.443 -1.293 0.867
H -1.793 0.573 -0.115
H -0.650 0.671 -1.277
```

Summary:
Electronic energy ... -22934.1602 eV
E_LUMO (alpha / beta) ... -4.644 / -6.520 eV
HOMO level (alpha / beta) ... -10.262 / -12.829 eV
2S+1 ... 3
Relative energy (zero: lowest compared OMol25 entry of this formula, charge and spin) ... 1.9495 eV
Total charge ... +1
Gap between HOMO and LUMO (alpha / beta) ... 0.20645 / 0.23182 hartree